{
  "formula": "C37H70CrN7O3",
  "method": "wB97M-V/def2-TZVPD",
  "charge": 0,
  "e_above_lowest_kcal_mol": 60.02,
  "gap_ha": [0.261, 0.298],
  "e_lumo_ev": [-0.94, 0.09],
  "multiplicity": 4,
  "species": ["Cr", "C", "C", "C", "O", "H", "H", "H", "H", "H", "H", "H", "C", "C", "C", "O", "H", "H", "H", "H", "H", "H", "H", "C", "C", "C", "O", "H", "H", "H", "H", "H", "H", "H", "C", "C", "C", "C", "N", "H", "H", "H", "H", "H", "H", "H", "C", "C", "C", "C", "N", "H", "H", "H", "H", "H", "H", "H", "C", "C", "C", "C", "N", "H", "H", "H", "H", "H", "H", "H", "C", "C", "C", "C", "N", "H", "H", "H", "H", "H", "H", "H", "C", "C", "C", "C", "N", "H", "H", "H", "H", "H", "H", "H", "C", "C", "C", "C", "N", "H", "H", "H", "H", "H", "H", "H", "C", "C", "C", "C", "N", "H", "H", "H", "H", "H", "H", "H"],
  "coordinates": [[0.497, 0.374, -0.074], [-3.085, -1.222, -0.918], [-1.936, -2.064, -0.266], [-1.883, -3.330, -1.137], [-0.756, -1.281, -0.181], [-3.318, -0.439, -0.197], [-3.988, -1.818, -1.047], [-2.989, -0.683, -1.861], [-2.125, -2.292, 0.783], [-0.863, -3.707, -1.064], [-2.161, -3.184, -2.180], [-2.579, -4.083, -0.767], [2.504, 1.497, -3.704], [1.954, 0.155, -3.173], [3.162, -0.845, -3.027], [1.343, 0.439, -1.958], [2.670, 1.382, -4.775], [3.504, 1.632, -3.290], [1.856, 2.353, -3.511], [1.240, -0.224, -3.904], [3.534, -0.984, -4.041], [2.803, -1.805, -2.655], [3.980, -0.403, -2.458], [-0.420, 3.111, 2.851], [-0.279, 1.543, 3.046], [-1.514, 0.885, 3.604], [0.224, 0.990, 1.879], [-1.094, 3.350, 2.029], [0.461, 3.589, 2.423], [-0.810, 3.602, 3.743], [0.520, 1.472, 3.785], [-2.421, 0.904, 2.999], [-1.791, 1.435, 4.503], [-1.297, -0.150, 3.870], [-5.704, -3.308, 2.957], [-4.851, -2.392, 2.059], [-4.290, -1.193, 2.846], [-5.249, -0.246, 3.527], [-5.948, 0.456, 4.077], [-5.173, -3.709, 3.820], [-5.989, -4.178, 2.364], [-6.530, -2.696, 3.320], [-5.558, -2.102, 1.282], [-4.075, -3.048, 1.663], [-3.891, -0.456, 2.150], [-3.630, -1.511, 3.653], [4.075, 6.057, -2.743], [3.334, 4.869, -2.209], [4.103, 3.873, -1.295], [3.171, 2.970, -0.493], [2.443, 2.278, 0.085], [4.734, 5.655, -3.513], [4.610, 6.617, -1.976], [3.475, 6.774, -3.302], [2.984, 4.265, -3.046], [2.447, 5.246, -1.699], [4.665, 4.521, -0.623], [4.778, 3.240, -1.871], [0.972, -5.791, -3.114], [1.795, -4.459, -2.716], [1.918, -4.122, -1.198], [2.080, -5.228, -0.339], [2.192, -6.176, 0.303], [0.242, -6.161, -2.394], [1.688, -6.574, -2.863], [0.670, -5.868, -4.158], [1.317, -3.667, -3.293], [2.755, -4.546, -3.225], [1.022, -3.674, -0.769], [2.748, -3.427, -1.067], [5.710, 0.044, 2.011], [5.738, -0.466, 0.601], [4.775, -1.595, 0.243], [3.326, -1.233, 0.357], [2.240, -1.011, 0.478], [4.711, 0.319, 2.350], [6.393, 0.829, 2.335], [6.056, -0.836, 2.553], [6.761, -0.769, 0.378], [5.725, 0.302, -0.172], [4.970, -2.498, 0.820], [4.916, -1.792, -0.820], [-1.349, 2.945, -4.847], [-2.269, 3.357, -3.674], [-1.498, 4.051, -2.549], [-1.157, 3.024, -1.540], [-0.838, 2.230, -0.750], [-1.840, 2.737, -5.798], [-0.670, 2.133, -4.585], [-0.680, 3.794, -4.985], [-2.682, 2.428, -3.280], [-3.125, 3.961, -3.975], [-2.096, 4.799, -2.029], [-0.633, 4.604, -2.915], [2.642, -4.346, 2.872], [1.179, -3.928, 2.474], [0.335, -3.378, 3.701], [0.221, -4.312, 4.791], [0.126, -5.099, 5.640], [2.579, -5.244, 3.488], [3.247, -3.621, 3.417], [3.284, -4.459, 1.998], [0.639, -4.707, 1.935], [1.260, -3.224, 1.647], [-0.683, -3.124, 3.403], [0.865, -2.451, 3.916], [-4.531, 2.237, 1.132], [-4.862, 3.636, 0.402], [-5.111, 4.790, 1.434], [-4.171, 4.867, 2.571], [-3.472, 4.903, 3.474], [-5.484, 1.795, 1.424], [-3.853, 2.338, 1.980], [-3.979, 1.623, 0.420], [-5.766, 3.461, -0.181], [-4.074, 3.864, -0.317], [-6.151, 4.806, 1.757], [-4.997, 5.727, 0.888]]
}